The following is a quantum chemistry calculation of the molecule C26H37F9NO2PS in a non-equilibrium geometry, from the OMol25 dataset.

spin multiplicity: 1
molecular weight: 629.61 g/mol
E_tot: -77727.7162 eV
SMILES string: CCCCCCCCCCCCCC1=C([PH2]=S)C(=O)C(C(F)(F)C(F)(F)C(F)(F)C(F)(F)F)=C(CCCN)C1=O
E_HOMO: -8.50 eV

Each line ends with the Löwdin charge.
CARTESIAN COORDINATES (ANGSTROEM)
C 1.22183 3.97830 -2.35319  -0.098
C 2.52503 3.85167 -3.20107  -0.256
C 2.91887 2.39540 -3.51337  -0.224
C 3.36897 1.61020 -2.25264  -0.199
C 3.10386 0.10734 -2.51896  -0.216
C 3.34237 -0.75093 -1.25028  -0.217
C 3.59950 -2.23408 -1.57581  -0.220
C 3.70821 -3.13607 -0.31674  -0.208
C 2.47163 -3.11015 0.60032  -0.215
C 1.30195 -4.01789 0.13548  -0.187
C 0.17625 -3.93156 1.20929  -0.206
C -1.17959 -4.53755 0.78819  -0.161
C -2.00257 -3.68248 -0.25142  -0.138
C -1.89017 -2.19975 -0.04348  -0.154
C -1.30177 -1.31772 -0.83626  -0.219
P -0.52284 -1.82183 -2.43919  0.438
S -1.13704 -0.75624 -3.96590  0.125
C -1.20992 0.14882 -0.47777  -0.331
O -0.62411 0.82833 -1.23817  0.097
C -1.78866 0.67588 0.80544  0.025
C -1.61858 2.13682 1.18441  -0.383
F -1.28729 2.88809 0.13922  0.159
F -2.79460 2.65082 1.59875  0.130
C -0.61320 2.36781 2.37161  -0.352
F -1.19178 2.98376 3.40642  0.164
F -0.15540 1.21249 2.86836  0.161
C 0.64222 3.21459 2.00377  -0.351
F 1.27388 2.75701 0.93287  0.171
F 1.51130 3.02544 3.01196  0.154
C 0.40159 4.76744 1.94196  -0.586
F 1.26853 5.34238 1.15478  0.212
F -0.83140 5.10123 1.66467  0.214
F 0.65255 5.25027 3.15882  0.171
C -2.40577 -0.19308 1.59202  -0.054
C -3.01669 0.13640 2.94336  -0.099
C -4.57367 -0.00752 2.88654  -0.158
C -5.31334 1.25058 2.36541  -0.276
N -5.34727 1.39306 0.91188  0.005
C -2.52121 -1.66541 1.22029  -0.281
O -3.07383 -2.41030 1.94143  0.162
H 1.49026 4.29865 -1.34045  0.049
H 0.61434 3.06686 -2.36661  0.065
H 0.61407 4.76959 -2.81105  0.068
H 3.35617 4.40942 -2.74705  0.102
H 2.33060 4.35419 -4.16173  0.095
H 2.02531 1.90245 -3.92296  0.106
H 3.71436 2.38318 -4.27124  0.109
H 2.74837 1.91240 -1.39553  0.101
H 4.42853 1.79560 -2.03642  0.114
H 2.05880 0.05539 -2.85563  0.078
H 3.70593 -0.26592 -3.36291  0.119
H 2.38199 -0.71293 -0.70461  0.085
H 4.09373 -0.30732 -0.58548  0.120
H 2.82281 -2.66790 -2.22286  0.093
H 4.55260 -2.27656 -2.12561  0.112
H 4.60550 -2.79019 0.22166  0.108
H 3.95035 -4.16111 -0.63606  0.109
H 2.14007 -2.08547 0.81156  0.097
H 2.79869 -3.51954 1.57060  0.115
H 0.94215 -3.78303 -0.87360  0.081
H 1.68957 -5.04278 0.21123  0.116
H 0.09256 -2.91575 1.61965  0.107
H 0.54087 -4.55930 2.03819  0.116
H -1.04236 -5.53521 0.35930  0.116
H -1.80095 -4.55360 1.69078  0.101
H -3.05153 -3.94655 -0.04786  0.125
H -1.80495 -4.01265 -1.27121  0.079
H -0.81705 -3.16532 -2.73281  -0.018
H 0.87020 -1.70151 -2.29205  -0.040
H -2.69079 -0.63827 3.65063  0.130
H -2.70525 1.10411 3.33138  0.103
H -4.88287 -0.84655 2.25247  0.104
H -4.93978 -0.24855 3.89482  0.114
H -4.85311 2.12958 2.84027  0.098
H -6.35802 1.23515 2.70371  0.111
H -6.18454 0.99726 0.50680  0.066
H -4.52446 1.02058 0.45764  0.046


The following is a quantum chemistry calculation of a structure of composition C42H82Br2F3NiO20S9 in a non-equilibrium geometry, from the OMol25 dataset.

spin multiplicity: 3
molecular weight: 1471.20 g/mol
ΔE to the lowest compared entry with this formula, charge and spin: 0.0 kcal/mol
E_tot: -372619.9675 eV
<S²>: 2.00
net charge: +1
E_HOMO (alpha / beta): -11.59 / -11.59 eV

Each line ends with the Mulliken spin population.
CARTESIAN COORDINATES (ANGSTROEM)
Ni -1.71069 1.19839 -3.35479  1.803
C -0.06911 0.24212 -0.74631  -0.017
O -1.15018 -0.69003 -0.56114  0.012
O -0.37231 0.98299 -1.82646  0.099
C 0.21543 0.95832 0.61432  0.006
F 0.62196 2.23530 0.44022  0.002
F -0.90323 1.06572 1.34645  -0.001
F 1.18337 0.30639 1.26359  0.000
C -0.91500 -1.72421 0.37073  -0.001
C -2.13795 -2.64055 0.50325  0.000
H -3.04146 -2.06794 0.72055  0.000
H -2.38712 -3.01192 -0.49588  0.000
H -2.00583 -3.42632 1.24134  0.000
H -0.82288 -1.28079 1.36980  0.000
H -0.01203 -2.32767 0.26285  0.001
H 0.84509 -0.33284 -0.94019  0.016
C 4.80343 0.11952 1.38134  0.000
C 4.03057 1.12911 2.26652  0.000
C 5.00124 1.74681 3.25457  0.000
S 6.70751 1.53380 2.63621  0.000
O 7.38853 0.57591 3.48894  0.000
O 7.27176 2.82609 2.29492  0.000
C 6.14411 0.73649 1.07346  0.000
H 4.17411 -0.05734 0.50615  0.000
H 4.78137 -0.84760 1.88729  0.000
H 3.18769 0.68726 2.79716  0.000
H 3.59074 1.88547 1.61104  0.000
H 5.00473 1.28958 4.24290  0.000
H 4.96757 2.83097 3.36382  0.000
H 6.90609 0.06111 0.68823  0.000
H 6.02098 1.49487 0.29964  0.000
C -4.37887 1.26916 3.43321  0.000
C -5.29239 0.94602 4.60574  0.000
C -4.53344 -0.03784 5.50700  0.000
S -3.76017 -1.22679 4.34064  0.000
O -4.56354 -2.39747 4.16740  0.000
O -2.36057 -1.34822 4.72516  0.000
C -3.76620 -0.07063 2.92428  0.000
H -3.55855 1.86202 3.85180  0.000
H -4.75380 1.94492 2.66562  0.000
H -6.23173 0.49618 4.27483  0.000
H -5.63304 1.79280 5.20316  0.000
H -5.17327 -0.52307 6.24549  0.000
H -3.73595 0.33208 6.15483  0.000
H -4.23846 -0.59861 2.09598  0.000
H -2.74305 0.13227 2.61461  0.000
C -5.64261 -5.63474 -1.80858  0.000
C -4.35841 -5.76510 -0.98925  0.000
C -3.81088 -7.17056 -1.20858  0.000
S -5.31921 -8.20214 -1.37321  0.000
O -5.47798 -8.89355 -0.10167  0.000
O -5.21737 -8.96899 -2.59978  0.000
C -6.54039 -6.81378 -1.56176  0.000
H -5.36293 -5.74688 -2.86127  0.000
H -6.10124 -4.66299 -1.63852  0.000
H -4.50503 -5.58291 0.07941  0.000
H -3.59589 -5.02328 -1.23547  0.000
H -3.19524 -7.68986 -0.48087  0.000
H -3.33225 -7.18582 -2.18927  0.000
H -7.19383 -6.79303 -0.68873  0.000
H -7.19182 -7.21057 -2.34019  0.000
C 1.93786 2.01908 5.29580  0.000
C 0.84799 1.96407 4.25035  0.000
C -0.12295 0.80025 4.49274  0.000
S 0.18880 0.19140 6.22678  0.000
O 0.86863 -1.08606 6.13855  0.000
O -0.96382 0.37436 7.09528  0.000
C 1.44098 1.47509 6.63370  0.000
H 2.37714 3.00484 5.43265  0.000
H 2.70808 1.32663 4.93651  0.000
H 1.35211 1.98647 3.28393  0.000
H 0.23401 2.86823 4.30627  0.000
H -0.08437 -0.05322 3.82037  0.000
H -1.15916 1.13001 4.54135  0.000
H 2.02999 0.99013 7.40598  0.000
H 0.89117 2.34582 7.00012  0.000
C -0.84144 -2.92701 -5.39350  0.001
C -0.59960 -3.88161 -4.23600  0.000
C -1.20081 -3.22716 -2.99252  -0.001
S -2.63452 -2.20278 -3.54235  0.005
O -2.29003 -0.79448 -3.36398  0.002
O -3.92550 -2.69129 -3.12815  0.002
C -2.30505 -2.50808 -5.36249  0.000
H -0.70373 -3.45355 -6.34037  0.000
H -0.21109 -2.03546 -5.39847  -0.001
H 0.42477 -4.21050 -4.05722  0.000
H -1.06922 -4.82607 -4.52157  0.000
H -0.58895 -2.63574 -2.31826  0.000
H -1.73257 -4.06210 -2.53071  0.000
H -2.54751 -1.63602 -5.96046  0.000
H -2.85753 -3.41095 -5.62598  0.000
C 3.37275 -3.27383 -2.04524  0.000
C 2.64354 -1.94204 -1.75936  0.002
C 3.21804 -1.06224 -2.86285  0.000
S 5.04034 -1.40923 -2.84964  0.000
O 5.69726 -0.47601 -1.98107  0.000
O 5.43355 -1.56293 -4.23942  0.000
C 4.87671 -3.03089 -2.03189  0.000
H 3.07839 -3.62628 -3.03874  0.000
H 3.03795 -4.03667 -1.34057  0.000
H 2.95914 -1.56351 -0.78493  0.000
H 1.56809 -2.09976 -1.79402  0.002
H 3.04470 0.00470 -2.71648  0.000
H 2.75396 -1.35359 -3.80566  0.000
H 5.12515 -2.74948 -1.00624  0.000
H 5.55600 -3.73179 -2.50359  0.000
C 0.38159 1.73809 -7.93674  0.000
C 1.69193 0.95793 -7.85302  0.000
C 1.78736 0.33248 -6.47242  0.005
S 1.04052 1.56960 -5.33942  0.002
O 2.06252 2.26848 -4.58814  0.002
O -0.13523 1.00384 -4.67557  0.024
C 0.44393 2.65375 -6.71428  0.000
H -0.47287 1.06376 -7.84960  0.000
H 0.30119 2.32527 -8.84846  0.000
H 2.52614 1.65036 -7.97646  0.000
H 1.70521 0.21919 -8.65281  0.001
H 2.77639 0.04330 -6.11798  0.000
H 1.23195 -0.60697 -6.43441  0.000
H 1.21434 3.40770 -6.88040  0.000
H -0.43791 3.18015 -6.35147  0.000
C -0.08118 6.45075 -2.22195  0.000
C -0.31073 5.87592 -0.79577  0.001
C -0.74859 4.42530 -0.90661  -0.002
S -1.85781 4.39177 -2.28815  0.006
O -3.24895 4.53664 -1.90275  0.001
O -1.48473 3.20429 -3.06338  0.026
C -1.22455 5.92754 -3.11004  0.002
H 0.89668 6.13579 -2.57950  0.000
H -0.15737 7.53241 -2.14396  0.000
H -1.12163 6.43484 -0.32613  0.000
H 0.63367 5.97420 -0.26811  0.000
H -1.15442 3.93848 -0.02600  0.001
H 0.11922 3.83629 -1.21699  -0.001
H -2.05105 6.63091 -3.16310  0.000
H -0.89879 5.56650 -4.08335  0.000
C 1.43732 4.53334 2.24898  0.000
C 0.01039 5.06684 2.31849  0.000
C -0.28360 5.24549 3.82295  0.000
S 1.33987 5.76070 4.53197  0.000
O 1.78016 4.78201 5.50421  0.000
O 1.19590 7.14730 4.93269  0.000
C 2.28181 5.58947 2.95849  0.000
H 1.74632 4.33611 1.22262  0.000
H 1.44521 3.60270 2.81752  0.000
H -0.63513 4.26481 1.95855  0.000
H -0.11681 5.97395 1.73851  0.000
H -0.67493 4.37783 4.35137  0.000
H -0.99335 6.04170 4.04178  0.000
H 3.28811 5.30407 3.25827  0.000
H 2.26101 6.59722 2.54659  0.000
Br 2.50768 -2.87271 1.77469  0.000
C 1.50550 -3.15376 3.49671  0.000
C 0.70510 -4.44595 3.48605  0.000
Br 1.88349 -5.99177 3.71041  0.000
H 0.78852 -2.35563 3.69556  0.000
H 2.22318 -3.08647 4.30898  0.000
H 0.18260 -4.59958 2.54851  0.000
H 0.07517 -4.43461 4.37190  0.000


The following is a quantum chemistry calculation of the ion C6H16N3 with charge +1 in a non-equilibrium geometry, from the OMol25 dataset.

spin multiplicity: 1
molecular weight: 130.22 g/mol
ΔE to the lowest compared entry with this formula, charge and spin: 100.0 kcal/mol
E_tot: -10940.5104 eV
net charge: +1
SMILES string: CC1N(C)[N+](C)(C)N1C
E_HOMO: -14.13 eV

Each line ends with the Löwdin charge.
CARTESIAN COORDINATES (ANGSTROEM)
C 0.83322 1.10065 -2.35460  -0.002
C 0.69379 0.42985 -0.98181  -0.339
N -0.20119 1.06142 0.08635  -0.081
C 0.54674 1.79807 1.06333  -0.099
N -0.67963 -0.23332 0.45311  -0.231
C -0.21759 -0.74658 1.75754  -0.024
C -2.17416 -0.15063 0.41247  -0.002
N -0.09606 -0.78800 -0.94481  -0.006
C 0.49177 -2.11419 -0.75605  -0.051
H 1.20591 2.09217 -2.11615  0.080
H -0.07633 1.14447 -2.88189  0.063
H 1.69400 0.49118 -2.90112  0.139
H 1.74132 0.33953 -0.45174  0.164
H 0.79409 2.87776 0.74714  0.127
H 0.04148 1.82280 2.05502  0.088
H 1.67366 1.50183 1.25214  0.120
H 0.84343 -0.89409 1.87677  0.094
H -0.46819 -0.00663 2.65282  0.150
H -0.67160 -1.61881 2.22772  0.108
H -2.78878 -0.95525 0.80455  0.092
H -2.58123 0.75495 0.90654  0.108
H -2.67925 0.07270 -0.63694  0.150
H -0.24777 -2.87858 -0.28543  0.135
H 0.89356 -2.24159 -1.82295  0.132
H 1.41869 -2.00121 -0.12447  0.087


The following is a quantum chemistry calculation of the ion CH4N5O2 with charge +1 in a non-equilibrium geometry, from the OMol25 dataset.

spin multiplicity: 1
molecular weight: 118.08 g/mol
ΔE to the lowest compared entry with this formula, charge and spin: 19.0 kcal/mol
E_tot: -12633.2835 eV
net charge: +1
SMILES string: [NH3+]C1(OO)N=NN=N1
E_HOMO: -15.44 eV

Each line ends with the Löwdin charge.
CARTESIAN COORDINATES (ANGSTROEM)
N 1.29216 -0.55430 -0.15578  0.313
C -0.25669 -0.13052 0.25020  -0.524
O -0.31869 1.19206 0.42495  -0.018
O 0.35928 1.90476 -0.58863  0.032
N -0.88533 -0.73450 1.40226  0.142
N -1.93035 -1.18837 1.02464  0.107
N -2.02915 -1.08446 -0.41482  0.099
N -1.04596 -0.54062 -0.89100  0.136
H 1.39175 -0.01876 -0.99353  0.125
H 1.45953 -1.59460 -0.27332  0.208
H 1.89929 -0.11569 0.53907  0.170
H 0.06418 2.86499 -0.32404  0.209